[1]
# C37H68N5O14

A 6-piece molecular cluster, C37H68N5O14 overall at a distorted geometry (wB97M-V/def2-TZVPD, the OMol25 dataset).

The net charge is +1. For the total energy, the calculation gives -75572.778 eV. Its largest force on an atom is 3.34 eV Å⁻¹. The spin multiplicity is 1. The HOMO energy is -11.3 eV.

The geometry in XYZ format:
```
124
Properties=species:S:1:pos:R:3:forces:R:3:lowdin_charge:R:1
C 1.880 3.498 0.774 -0.341 -0.144 -1.306 0.121
C 1.301 2.505 0.348 -0.104 0.317 -0.184 -0.051
C 0.519 1.274 -0.327 0.073 1.987 1.842 -0.330
C 1.564 0.089 -0.293 0.311 -0.612 -0.032 -0.274
C 2.777 0.283 -1.340 -0.338 0.760 0.988 -0.046
C 0.955 -1.380 -0.381 1.855 -0.225 0.043 -0.203
C 1.963 -2.319 0.450 -0.522 0.039 -0.263 -0.091
C -0.746 1.047 0.648 2.469 -2.048 0.929 -0.024
N -1.541 2.300 0.850 -1.252 -1.396 0.034 0.176
C -1.886 3.048 -0.398 0.380 2.351 -0.971 -0.345
O -3.219 2.645 -0.745 -0.718 0.869 -0.974 0.026
C -3.767 3.425 -1.728 2.019 -0.522 0.991 -0.243
N -3.931 4.202 -2.572 -0.420 -0.858 0.691 0.229
O -1.943 4.462 -0.045 1.077 -1.778 -1.441 -0.017
N -2.816 4.678 1.000 -1.086 1.606 0.317 0.003
O -3.186 5.791 0.946 0.360 -0.952 0.417 0.125
C -0.817 2.950 -1.568 0.968 0.513 -0.643 -0.034
N 0.018 1.752 -1.594 0.177 -0.463 0.234 -0.115
C -0.180 0.833 -2.714 -1.623 -0.147 -2.225 -0.138
C -1.701 0.337 -2.984 1.024 -0.451 -1.036 -0.139
C -1.979 -1.158 -2.514 -0.740 -0.158 -0.056 -0.148
C -2.993 -1.342 -1.303 0.043 -1.564 -0.510 -0.201
N -4.001 -0.264 -1.140 0.406 -0.604 2.145 0.021
C -4.724 -0.322 0.104 -1.988 0.157 -0.433 -0.458
C -4.078 -0.450 1.535 0.443 -0.514 -0.088 -0.003
O -5.958 -0.254 0.046 2.036 0.197 0.255 0.035
H 2.423 4.481 0.822 -0.855 -1.734 0.369 0.071
H 2.074 0.147 0.728 -0.989 0.079 -1.151 0.135
H 2.490 0.944 -2.209 0.232 -0.982 0.772 0.085
H 3.213 -0.707 -1.655 -0.729 1.239 0.251 0.082
H 3.603 0.835 -0.789 -1.028 -0.739 -0.771 0.087
H -0.094 -1.488 0.018 1.033 0.113 -0.566 0.090
H 1.066 -1.717 -1.462 -0.694 0.323 1.304 0.105
H 2.019 -1.979 1.537 -0.049 -0.529 -1.383 0.073
H 3.008 -2.283 -0.002 -1.355 -0.007 0.682 0.090
H 1.596 -3.391 0.403 0.552 1.228 0.203 0.086
H -1.384 0.167 0.362 0.396 1.330 -0.134 0.110
H -0.289 0.788 1.662 -0.900 0.397 -1.122 0.140
H -1.065 2.853 1.577 0.006 0.326 -0.704 0.177
H -2.450 2.003 1.271 0.475 0.241 -0.025 0.167
H -1.274 3.041 -2.609 0.018 -0.076 1.655 0.159
H -0.167 3.886 -1.471 -0.822 -1.177 0.213 0.155
H 0.112 1.404 -3.663 -0.239 -0.680 1.245 0.137
H 0.436 -0.105 -2.743 -0.274 1.290 0.666 0.115
H -2.477 1.090 -2.664 0.789 -0.926 0.056 0.083
H -1.785 0.300 -4.127 0.166 0.185 1.935 0.084
H -1.036 -1.737 -2.249 -1.058 0.961 -0.376 0.098
H -2.424 -1.729 -3.395 0.604 0.894 1.061 0.103
H -3.585 -2.297 -1.526 0.942 0.995 0.385 0.134
H -2.448 -1.580 -0.330 -0.759 0.726 -1.167 0.093
H -4.697 -0.246 -1.892 0.311 -0.097 0.384 0.139
H -4.106 0.502 2.147 -0.183 -0.854 -0.928 0.069
H -3.015 -0.828 1.551 -1.088 0.405 -0.103 0.060
H -4.704 -1.207 2.102 0.702 0.965 -0.755 0.109
O -2.110 -0.744 -5.660 -0.451 -0.592 -0.493 0.060
C -3.133 -0.949 -6.273 0.141 0.184 -0.434 -0.503
O -3.743 -2.140 -6.181 0.217 -0.093 0.616 0.005
C -5.048 -2.425 -6.708 -0.194 -0.075 -0.362 -0.225
C -4.974 -2.812 -8.170 0.148 0.083 -0.140 -0.062
C -3.687 0.085 -7.216 -0.436 0.370 0.273 0.020
H -5.733 -1.593 -6.527 0.128 0.041 -0.043 0.116
H -5.430 -3.269 -6.132 0.249 0.100 0.117 0.125
H -4.582 -1.998 -8.783 -0.117 0.007 0.027 0.069
H -5.962 -3.081 -8.547 0.049 0.006 0.045 0.086
H -4.302 -3.662 -8.305 -0.106 -0.007 0.079 0.087
H -3.176 0.006 -8.176 -0.025 -0.008 0.054 0.103
H -3.502 1.073 -6.791 0.224 -0.109 -0.104 0.094
H -4.762 0.014 -7.366 0.056 -0.141 -0.168 0.073
O 4.494 -3.531 2.272 -0.358 -0.162 -0.134 0.081
C 4.191 -4.481 2.951 0.178 0.121 0.414 -0.524
O 3.265 -5.351 2.511 -0.009 0.035 -0.635 -0.005
C 2.967 -6.603 3.146 -0.195 -0.104 0.298 -0.227
C 1.963 -6.421 4.266 0.054 0.157 0.184 -0.062
C 4.756 -4.659 4.330 0.626 -0.329 -0.007 0.016
H 3.881 -7.101 3.478 -0.007 0.134 0.032 0.115
H 2.532 -7.239 2.373 0.119 0.233 -0.128 0.121
H 2.353 -5.776 5.056 0.002 -0.080 -0.017 0.058
H 1.700 -7.385 4.706 0.007 0.027 -0.061 0.083
H 1.055 -5.945 3.889 0.039 -0.100 -0.045 0.084
H 4.166 -4.042 5.011 0.122 -0.293 -0.016 0.053
H 5.792 -4.317 4.334 -0.151 0.174 -0.106 0.098
H 4.775 -5.691 4.673 -0.234 0.057 0.107 0.077
O 5.443 -0.428 -1.594 0.335 0.207 -0.562 0.074
C 6.001 0.325 -2.352 0.481 -0.353 0.227 -0.518
O 5.369 0.757 -3.459 -0.619 0.019 0.120 -0.005
C 5.863 1.793 -4.320 0.266 -0.003 -0.219 -0.230
C 6.831 1.237 -5.344 0.141 -0.144 0.024 -0.063
C 7.436 0.723 -2.128 0.071 0.592 0.284 0.017
H 6.291 2.614 -3.740 0.044 -0.119 0.038 0.115
H 4.991 2.201 -4.835 -0.081 -0.175 0.196 0.122
H 7.714 0.804 -4.870 -0.005 0.118 -0.008 0.069
H 7.157 2.021 -6.030 -0.035 -0.034 0.034 0.085
H 6.358 0.439 -5.920 -0.050 0.119 0.008 0.086
H 8.089 -0.054 -2.528 -0.045 0.038 0.016 0.101
H 7.604 0.816 -1.055 -0.027 -0.273 -0.081 0.095
H 7.701 1.684 -2.564 0.063 -0.118 -0.184 0.071
O -2.602 1.605 4.027 -0.222 0.326 -0.466 0.065
C -3.083 2.681 4.317 0.079 0.275 0.084 -0.532
O -4.316 2.996 3.898 0.060 -0.643 -0.077 -0.001
C -5.057 4.148 4.341 -0.140 0.503 0.051 -0.206
C -4.698 5.374 3.530 0.134 -0.075 -0.046 -0.071
C -2.281 3.709 5.070 -0.095 -0.100 0.634 0.021
H -4.933 4.302 5.414 0.123 -0.079 -0.070 0.121
H -6.110 3.909 4.183 0.181 -0.261 -0.039 0.131
H -3.646 5.642 3.647 -0.077 0.057 0.093 0.064
H -5.306 6.228 3.836 0.015 -0.067 -0.008 0.095
H -4.861 5.189 2.468 -0.196 0.023 0.238 0.060
H -1.652 4.259 4.368 -0.040 0.020 0.045 0.093
H -1.646 3.190 5.790 0.085 -0.027 -0.247 0.095
H -2.885 4.407 5.644 0.005 0.124 -0.208 0.078
O 2.547 -3.368 5.993 -0.768 0.638 0.115 0.084
C 2.356 -2.208 5.715 0.512 -0.140 -0.259 -0.499
O 1.116 -1.688 5.766 -0.334 -0.250 0.336 0.011
C 0.827 -0.288 5.645 0.010 0.098 -0.222 -0.217
C 0.725 0.133 4.190 0.182 -0.088 -0.199 -0.078
C 3.486 -1.344 5.216 0.229 0.351 0.407 0.020
H 1.552 0.310 6.201 0.054 -0.080 -0.094 0.118
H -0.138 -0.136 6.133 0.077 -0.249 0.009 0.125
H 1.670 -0.017 3.662 0.021 0.082 0.068 0.064
H 0.450 1.187 4.114 -0.026 -0.037 0.060 0.070
H -0.027 -0.466 3.669 -0.073 0.026 0.164 0.078
H 3.619 -1.511 4.145 0.031 -0.037 0.029 0.092
H 4.398 -1.634 5.740 -0.071 -0.161 -0.190 0.100
H 3.348 -0.282 5.408 -0.085 0.005 -0.172 0.072
```
Forces are in eV/Å.


[2]
# C37H69NO4

A 5-piece molecular cluster, C37H69NO4 overall at a distorted geometry (wB97M-V/def2-TZVPD, the OMol25 dataset).

The net charge is 0. For the total energy, the calculation gives -49156.309 eV. Its largest force on an atom is 9.30 eV Å⁻¹. The spin multiplicity is 1. The calculation puts the relative energy (zero: lowest compared OMol25 entry of this formula, charge and spin) at 187.0 kcal per mole. The HOMO energy is -9.2 eV.

The geometry in XYZ format:
```
111
Properties=species:S:1:pos:R:3:forces:R:3:lowdin_charge:R:1
C -8.428 -0.626 -2.176 0.437 -0.042 -0.826 -0.142
C -7.430 0.296 -1.251 -0.419 -0.069 0.106 -0.150
C -6.140 -0.590 -0.668 -0.853 -0.282 5.455 -0.239
O -6.216 -0.902 0.644 1.122 1.221 -8.442 -0.030
O -5.022 -0.922 -1.564 -2.667 -0.261 2.488 -0.098
C -4.412 -2.221 -1.244 0.016 -1.555 0.497 -0.140
C -3.341 -2.201 -0.003 -0.066 -1.694 0.531 -0.112
N -2.235 -1.176 -0.125 -0.505 0.198 0.254 -0.031
C -2.550 0.258 0.257 -0.954 1.998 1.866 -0.182
O -3.158 0.756 1.362 3.932 -3.773 -7.537 -0.015
C -1.901 1.066 -1.040 1.762 1.145 -2.765 0.001
C -2.011 2.637 -1.496 2.548 -3.558 -2.155 0.003
C -1.191 3.047 -2.894 0.138 -3.306 0.880 -0.038
C -0.348 1.956 -3.811 -1.733 -1.610 3.564 -0.047
C -0.252 0.382 -3.336 -2.287 2.483 2.997 0.009
C -1.017 -0.022 -1.939 -0.479 3.081 -0.347 -0.001
C -1.124 -1.438 -1.118 2.175 -1.706 -1.025 -0.211
O -0.379 -2.543 -1.260 -5.197 6.766 1.014 -0.017
H -8.869 -1.562 -1.585 1.113 2.146 -1.306 0.096
H -7.787 -0.974 -3.113 -1.484 0.429 2.004 0.084
H -9.330 0.010 -2.629 2.029 -1.286 1.266 0.088
H -7.096 1.247 -1.847 -0.349 -2.006 1.003 0.118
H -8.074 0.685 -0.331 1.866 -1.039 -1.740 0.128
H -5.286 -2.959 -0.921 1.945 1.463 -0.587 0.150
H -3.940 -2.663 -2.242 -0.910 1.336 2.146 0.128
H -3.927 -2.110 1.016 1.345 0.234 -2.185 0.142
H -2.805 -3.268 0.006 -1.202 2.301 -0.101 0.148
H -2.608 3.415 -0.843 1.405 -1.754 -1.598 0.107
H -1.211 4.171 -3.250 0.000 -2.625 0.823 0.088
H 0.232 2.245 -4.801 -1.510 -0.431 2.390 0.093
H 0.322 -0.470 -3.919 -1.295 2.140 1.280 0.105
C -3.610 -5.472 -8.212 0.142 -0.172 -0.104 -0.117
C -3.750 -5.449 -6.698 -0.173 -0.021 0.067 -0.275
C -4.333 -4.139 -6.165 0.017 0.029 0.151 -0.230
C -3.490 -2.886 -6.436 0.001 -0.001 -0.182 -0.226
C -2.059 -2.931 -5.895 -0.127 0.144 -0.049 -0.265
C -1.992 -3.048 -4.380 0.259 -0.092 0.038 -0.124
H -2.917 -4.704 -8.566 -0.080 -0.054 -0.013 0.066
H -3.224 -6.444 -8.539 -0.062 0.160 -0.043 0.071
H -4.579 -5.315 -8.696 0.104 0.030 0.017 0.076
H -2.779 -5.656 -6.235 -0.073 0.052 0.006 0.100
H -4.413 -6.270 -6.398 0.113 0.106 0.024 0.106
H -4.496 -4.240 -5.085 0.002 0.027 -0.066 0.096
H -5.327 -3.986 -6.605 0.092 -0.033 0.031 0.110
H -4.007 -2.021 -6.001 0.063 -0.063 -0.021 0.109
H -3.451 -2.701 -7.516 -0.034 -0.022 0.091 0.101
H -1.546 -2.008 -6.194 -0.048 -0.108 -0.029 0.103
H -1.500 -3.754 -6.353 -0.056 0.035 -0.002 0.101
H -2.507 -2.210 -3.900 0.026 -0.010 -0.033 0.057
H -0.949 -3.039 -4.048 -0.175 -0.017 0.114 0.066
H -2.443 -3.980 -4.026 0.038 0.060 0.018 0.071
C 0.500 3.183 1.010 0.151 -0.135 0.036 -0.109
C -0.365 3.652 2.170 -0.210 -0.020 -0.052 -0.262
C -0.845 5.097 2.019 -0.027 0.050 0.189 -0.225
C 0.263 6.157 1.987 0.068 -0.057 -0.153 -0.227
C 1.190 6.173 3.205 -0.002 0.145 -0.119 -0.275
C 0.469 6.495 4.504 0.090 -0.075 0.198 -0.112
H 1.421 3.766 0.931 -0.039 -0.041 -0.031 0.067
H 0.783 2.134 1.153 -0.007 0.113 -0.117 0.075
H -0.042 3.259 0.062 0.161 0.010 0.116 0.039
H 0.179 3.522 3.112 -0.054 0.061 -0.033 0.100
H -1.246 3.000 2.232 0.096 0.082 0.053 0.099
H -1.540 5.323 2.837 0.047 0.004 -0.080 0.103
H -1.431 5.183 1.095 0.040 -0.021 0.048 0.100
H -0.206 7.144 1.884 0.053 -0.068 0.032 0.109
H 0.872 6.019 1.085 -0.065 0.003 0.060 0.101
H 1.965 6.933 3.041 -0.046 -0.126 -0.022 0.106
H 1.714 5.217 3.301 -0.029 0.019 -0.050 0.087
H -0.027 7.469 4.445 -0.006 -0.090 0.018 0.076
H 1.184 6.528 5.333 -0.139 0.026 -0.030 0.063
H -0.283 5.738 4.747 0.037 0.094 -0.002 0.069
C 4.977 3.179 4.086 0.150 -0.175 -0.100 -0.112
C 4.837 3.202 5.600 -0.181 -0.015 0.059 -0.271
C 4.254 4.513 6.133 0.018 0.025 0.173 -0.227
C 5.097 5.765 5.862 -0.006 -0.019 -0.174 -0.230
C 6.528 5.720 6.403 -0.076 0.159 -0.063 -0.275
C 6.595 5.603 7.918 0.194 -0.087 0.102 -0.117
H 5.671 3.947 3.732 -0.081 -0.048 -0.014 0.067
H 5.363 2.207 3.759 -0.065 0.156 -0.047 0.072
H 4.008 3.337 3.602 0.087 0.031 0.010 0.067
H 5.808 2.995 6.063 -0.070 0.052 0.005 0.099
H 4.174 2.381 5.900 0.111 0.107 0.023 0.106
H 4.091 4.411 7.212 0.003 0.032 -0.084 0.102
H 3.260 4.665 5.693 0.074 -0.033 0.017 0.097
H 4.580 6.630 6.296 0.059 -0.067 -0.025 0.108
H 5.136 5.951 4.782 -0.033 -0.019 0.084 0.100
H 7.041 6.643 6.103 -0.050 -0.129 -0.029 0.105
H 7.087 4.898 5.945 -0.061 0.035 -0.012 0.099
H 6.080 6.441 8.397 0.009 -0.095 -0.010 0.075
H 7.638 5.612 8.250 -0.151 0.001 0.050 0.070
H 6.144 4.671 8.271 0.021 0.101 0.008 0.066
C 1.697 -4.030 1.059 -0.026 0.126 0.173 -0.118
C 2.732 -4.055 -0.055 -0.089 0.042 -0.179 -0.273
C 2.723 -5.357 -0.859 0.115 -0.020 -0.098 -0.228
C 3.067 -6.622 -0.064 -0.124 0.022 0.108 -0.230
C 4.425 -6.603 0.642 -0.106 -0.158 -0.012 -0.277
C 5.599 -6.491 -0.318 0.206 0.085 0.079 -0.119
H 1.886 -4.809 1.803 -0.027 0.046 -0.029 0.065
H 1.724 -3.064 1.575 -0.084 -0.144 -0.022 0.073
H 0.688 -4.170 0.658 0.114 0.015 0.044 0.062
H 3.727 -3.865 0.361 -0.023 -0.059 -0.049 0.098
H 2.523 -3.223 -0.741 0.052 -0.121 0.074 0.099
H 3.420 -5.255 -1.700 -0.048 -0.036 0.052 0.100
H 1.730 -5.491 -1.308 0.081 0.053 0.058 0.110
H 3.034 -7.480 -0.748 0.027 0.061 0.063 0.108
H 2.285 -6.805 0.683 0.049 0.026 -0.081 0.100
H 4.531 -7.533 1.214 -0.048 0.126 -0.015 0.104
H 4.466 -5.789 1.372 -0.052 -0.034 -0.044 0.099
H 5.602 -7.321 -1.030 0.000 0.092 0.012 0.075
H 6.542 -6.518 0.238 -0.059 0.001 -0.144 0.069
H 5.574 -5.553 -0.880 0.015 -0.101 0.011 0.066
```
Forces are in eV/Å.